Formula: C21H11BrClIN3O6Yb
Source: the Open Molecules 2025 dataset
Level of theory: wB97M-V/def2-TZVPD

```
45
C21H11BrClIN3O6Yb (wB97M-V/def2-TZVPD)
Yb 8.215 8.381 9.355
O 5.517 4.490 13.904
C 6.250 5.249 12.996
C 7.357 5.989 13.353
C 7.969 6.713 12.322
N 7.480 6.688 11.079
C 6.446 5.926 10.711
C 5.773 5.160 11.697
C 6.089 6.034 9.228
O 5.193 5.310 8.730
O 6.861 6.825 8.566
C 9.169 7.647 12.472
O 9.778 7.686 13.565
O 9.435 8.345 11.416
H 5.944 4.486 14.778
H 7.758 6.033 14.333
H 4.968 4.473 11.459
Cl 4.423 14.624 8.350
C 5.227 13.268 8.957
C 5.211 13.125 10.346
C 5.756 11.987 10.932
I 5.637 11.792 12.961
C 6.428 11.011 10.110
O 7.038 10.010 10.617
C 6.365 11.163 8.642
N 6.964 10.210 7.868
C 6.925 10.359 6.522
C 6.457 11.485 5.889
C 5.910 12.505 6.679
C 5.814 12.354 8.070
H 4.782 13.927 10.927
H 7.377 9.562 5.958
H 6.515 11.587 4.805
H 5.562 13.398 6.164
Br 13.509 8.418 4.813
C 12.206 8.286 6.150
C 12.280 9.050 7.314
C 11.317 8.850 8.307
N 10.289 8.013 8.118
C 10.232 7.267 7.015
C 11.151 7.411 5.957
H 13.084 9.768 7.420
H 11.431 9.305 9.278
H 9.445 6.505 6.946
H 11.044 6.819 5.061
```

Computed properties:
- Kohn-Sham gap (eV) = 6.15
- total charge = 0
- multiplicity = 2

These are the Mulliken partial charges, in e, on atoms 1 to 6:
1. Yb 1.724
2. O -0.526
3. C 1.135
4. C -0.731
5. C 0.097
6. N -0.258

***

Formula: C21H12F6IrN6O6S2Se
Source: the Open Molecules 2025 dataset
Level of theory: wB97M-V/def2-TZVPD

```
55
C21H12F6IrN6O6S2Se (wB97M-V/def2-TZVPD)
Ir -0.652 -0.432 0.593
O 0.237 2.288 3.478
C 0.151 1.347 2.727
N -0.591 1.281 1.558
C -1.327 2.270 0.982
C -1.449 3.591 1.471
C -2.208 4.490 0.778
C -2.871 4.123 -0.414
C -2.780 2.854 -0.920
C -2.009 1.898 -0.234
N -1.812 0.604 -0.634
C -2.351 -0.037 -1.723
O -3.121 0.417 -2.539
C -1.845 -1.462 -1.818
C -2.158 -2.216 -2.930
C -1.651 -3.502 -3.030
C -0.859 -3.991 -2.005
C -0.598 -3.181 -0.916
N -1.077 -1.943 -0.821
C 0.844 0.037 3.005
C 1.665 -0.077 4.104
C 2.299 -1.286 4.342
C 2.076 -2.340 3.476
C 1.232 -2.153 2.397
N 0.636 -0.988 2.153
H -0.937 3.863 2.380
H -2.300 5.503 1.146
H -3.460 4.861 -0.941
H -3.281 2.571 -1.832
H -2.776 -1.770 -3.695
H -1.868 -4.111 -3.896
H -0.439 -4.986 -2.043
H 0.012 -3.526 -0.094
H 1.786 0.783 4.747
H 2.951 -1.405 5.197
H 2.540 -3.304 3.627
H 1.013 -2.958 1.712
F 3.035 -1.833 -0.161
C 3.560 -0.603 -0.216
F 4.490 -0.582 -1.154
F 4.128 -0.342 0.960
S 2.212 0.667 -0.554
O 1.022 -0.191 -0.796
O 2.161 1.473 0.623
N 2.678 1.455 -1.795
S 2.491 0.897 -3.289
O 3.242 1.724 -4.171
O 2.583 -0.531 -3.368
C 0.698 1.290 -3.683
F 0.136 2.043 -2.734
F -0.002 0.159 -3.789
F 0.622 1.941 -4.836
Se -2.668 -1.026 1.813
C -1.939 -1.640 3.391
N -1.471 -2.021 4.374
```

Computed properties:
- Kohn-Sham gap (alpha / beta) (eV) = 7.49 / 5.83
- total charge = 0
- multiplicity = 2
- energy above the lowest of the compared OMol25 structures with the same formula, charge and spin (kJ/mol) = 0.0

These are the Mulliken partial charges, in e, on atoms 1 to 6:
1. Ir 0.154
2. O -0.682
3. C -0.031
4. N 0.354
5. C 0.605
6. C -1.160

***

Formula: C21H12N7O3Pd
Source: the Open Molecules 2025 dataset
Level of theory: wB97M-V/def2-TZVPD

```
44
C21H12N7O3Pd (wB97M-V/def2-TZVPD)
Pd -0.321 0.104 -0.614
O -1.853 -3.201 1.285
C -1.619 -2.036 1.161
N -0.325 -1.459 1.071
C 0.476 -1.357 2.060
C 0.452 -2.109 3.298
C 1.582 -2.159 4.019
C 2.795 -1.440 3.633
C 2.844 -0.628 2.566
C 1.618 -0.414 1.823
N 1.356 0.553 1.033
C 2.343 1.307 0.356
O 2.827 2.331 0.727
C 2.596 0.663 -0.982
C 3.812 0.807 -1.612
C 4.021 0.119 -2.801
C 3.006 -0.670 -3.310
C 1.798 -0.741 -2.631
N 1.604 -0.093 -1.486
C -2.648 -0.949 1.010
C -3.890 -1.088 1.590
C -4.762 -0.006 1.544
C -4.354 1.160 0.922
C -3.097 1.207 0.334
N -2.264 0.174 0.376
H -0.418 -2.700 3.548
H 1.626 -2.778 4.905
H 3.668 -1.551 4.262
H 3.721 -0.042 2.327
H 4.566 1.443 -1.171
H 4.966 0.202 -3.321
H 3.127 -1.219 -4.233
H 0.963 -1.307 -3.017
H -4.151 -2.022 2.067
H -5.741 -0.074 1.997
H -4.994 2.029 0.873
H -2.755 2.088 -0.197
O -0.849 0.360 -2.657
N -1.394 1.487 -2.263
C -1.802 2.299 -3.184
C -1.662 2.007 -4.583
N -1.528 1.740 -5.691
C -2.429 3.504 -2.725
N -2.912 4.460 -2.309
```

Computed properties:
- Kohn-Sham gap (alpha / beta) (eV) = 6.77 / 6.83
- total charge = +1
- energy above the lowest of the compared OMol25 structures with the same formula, charge and spin (kJ/mol) = 95.4

These are the Mulliken partial charges, in e, on atoms 1 to 6:
1. Pd 0.282
2. O -0.490
3. C 0.043
4. N 0.145
5. C 0.683
6. C -0.929

***

Formula: C21H13BCl2F4N2O5ReS6
Source: the Open Molecules 2025 dataset
Level of theory: wB97M-V/def2-TZVPD

```
55
C21H13BCl2F4N2O5ReS6 (wB97M-V/def2-TZVPD)
Re -0.141 -0.076 0.116
S 5.476 0.202 5.340
C 4.392 0.109 4.108
S 4.838 -0.009 2.438
C 3.213 -0.160 1.738
C 2.188 -0.103 2.660
S 0.492 -0.268 2.453
S 2.668 0.104 4.335
S 3.107 -0.404 0.087
Cl 2.472 4.249 -0.544
C 1.641 3.321 -1.720
C 1.608 3.760 -3.035
C 0.984 3.006 -4.003
Cl 1.011 3.563 -5.642
C 0.331 1.799 -3.702
C -0.306 0.948 -4.628
C -0.900 -0.200 -4.172
C -0.903 -0.492 -2.805
N -0.306 0.281 -1.922
C 0.328 1.394 -2.346
C 1.026 2.123 -1.324
O 1.086 1.629 -0.148
H 2.098 4.688 -3.291
H -0.307 1.210 -5.676
H -1.379 -0.881 -4.858
H -1.394 -1.377 -2.424
C -1.117 0.611 6.418
C -1.736 0.191 5.119
C -2.186 1.132 4.202
C -2.691 0.739 2.973
C -2.759 -0.608 2.677
C -2.368 -1.563 3.598
C -1.857 -1.161 4.817
S -3.107 -1.145 1.007
O -3.871 -2.376 1.078
O -3.698 -0.076 0.262
N -1.597 -1.466 0.461
C -1.160 -2.813 0.679
C 0.071 -3.052 -0.232
O 0.370 -4.177 -0.590
O 0.698 -1.981 -0.523
H -1.211 1.684 6.555
H -0.058 0.359 6.428
H -1.600 0.101 7.251
H -2.108 2.185 4.436
H -3.020 1.449 2.230
H -2.457 -2.604 3.333
H -1.516 -1.895 5.535
H -1.965 -3.527 0.483
H -0.801 -2.950 1.713
F -3.315 3.140 0.130
B -2.145 2.786 -0.476
F -2.339 2.323 -1.753
F -1.280 3.855 -0.488
F -1.517 1.718 0.316
```

Computed properties:
- Kohn-Sham gap (alpha / beta) (eV) = 4.52 / 5.34
- total charge = -2
- multiplicity = 2

These are the Mulliken partial charges, in e, on atoms 1 to 6:
1. Re 1.815
2. S -0.368
3. C 0.060
4. S -0.165
5. C 0.297
6. C -0.267